A structure of composition C9H26MgN2P2 at a distorted geometry, computed with ωB97M-V/def2-TZVPD.

```
40
Properties=species:S:1:pos:R:3:forces:R:3:mulliken_charge:R:1
Mg -0.287 -0.276 -0.237 7.3312 -5.7594 0.3388 -0.33
H -1.615 0.256 -0.122 -2.4300 4.8111 -1.5378 0.35
H -1.095 0.855 -0.527 -5.8671 1.2482 0.5722 -0.26
P -1.502 -2.132 0.549 -1.3461 -1.1737 0.5448 0.90
P 1.222 0.983 -1.533 1.1052 0.8019 -1.5495 0.80
C 2.550 1.896 -0.629 0.1676 0.1312 -0.1923 -1.28
H 3.237 2.415 -1.320 -0.2082 -0.1820 0.3278 0.43
H 2.082 2.629 0.050 0.3495 -0.2007 -0.3127 0.28
H 3.115 1.174 -0.016 -0.1901 0.2430 -0.2487 0.28
C 2.189 -0.039 -2.726 -0.0314 0.0463 0.0223 -1.15
H 1.482 -0.564 -3.387 0.2381 0.1959 0.2934 0.33
H 2.880 0.582 -3.324 -0.2747 -0.1997 0.2199 0.41
H 2.758 -0.794 -2.160 -0.2817 0.3047 -0.1858 0.35
C 0.520 2.296 -2.630 0.3608 0.1399 -0.2431 -1.21
H 0.025 3.058 -2.006 0.1630 -0.1284 -0.2792 0.27
H 1.302 2.775 -3.246 -0.3998 -0.0390 0.1793 0.40
H -0.237 1.835 -3.286 0.2864 0.1482 0.2735 0.31
C -0.909 -3.737 -0.138 0.1607 0.1735 -0.0279 -1.24
H -1.518 -4.583 0.227 0.1633 0.4037 -0.0887 0.40
H -0.955 -3.683 -1.238 0.0351 0.0378 0.4291 0.31
H 0.144 -3.878 0.156 -0.4115 0.0925 -0.1469 0.35
C -1.490 -2.452 2.369 -0.1285 -0.2192 0.0562 -1.31
H -1.935 -1.587 2.888 0.1112 -0.3335 -0.1589 0.33
H -2.048 -3.369 2.629 0.2505 0.3489 0.0170 0.38
H -0.443 -2.549 2.701 -0.3662 -0.0152 -0.1138 0.31
C -3.307 -2.187 0.153 -0.1041 -0.2278 0.1306 -1.20
H -3.428 -2.087 -0.938 0.0921 -0.0376 0.4173 0.32
H -3.771 -3.129 0.496 0.0832 0.3880 -0.1490 0.39
H -3.808 -1.333 0.640 0.1230 -0.3319 -0.1589 0.36
H -0.768 -0.895 -1.776 -0.6719 -0.3572 -1.0255 -0.13
H 0.944 -1.385 -0.310 1.5643 -0.7744 0.7314 -0.14
N -0.118 2.536 1.064 -0.1525 0.8725 0.4564 -0.02
C 0.352 3.162 2.157 0.2383 0.8744 0.8163 -0.17
C 1.004 2.235 2.944 0.0450 0.8502 0.4576 -0.65
C 0.893 1.040 2.264 -0.5643 0.4490 -0.9618 -0.53
N 0.218 1.253 1.119 0.1950 -1.4393 1.2618 -0.23
H -0.667 2.979 0.296 0.8040 -1.0435 0.9162 0.28
H 0.223 4.214 2.370 -0.1382 -0.1099 -0.3477 0.42
H 1.489 2.407 3.896 -0.1082 0.0717 -0.1945 0.40
H 1.272 0.078 2.581 -0.1932 -0.0602 -0.5389 0.46
```
Positions in Å, forces in eV/Å.

2S+1 ... 1
HOMO level ... -6.25 eV
Kohn-Sham gap ... 6.6 eV
Strongest force on any atom ... 0.181 hartree/bohr
Total charge ... 0